DFT (wB97M-V/def2-TZVPD) results for 2 unconnected molecules or ions with the total composition C3H9NS2.

- 2S+1 = 1
- energy above the lowest of the compared OMol25 structures with the same formula, charge and spin (eV) = 0.921
- SMILES = C=NCC.SS
- LUMO level (eV) = 0.541

The geometry in XYZ format:
```
15
Properties=species:S:1:pos:R:3:nbo_charge:R:1
C 1.2438 1.7985 0.2816 -0.042
N 0.6702 0.6952 0.0980 -0.408
C -0.5411 0.6839 -0.7060 -0.248
C -0.5256 -0.4612 -1.7086 -0.608
H 0.8965 2.7385 -0.1591 0.144
H 2.1461 1.8319 0.8836 0.174
H -1.3915 0.5646 -0.0337 0.201
H -0.6861 1.6363 -1.2297 0.167
H -1.4922 -0.5092 -2.2128 0.211
H 0.2555 -0.3062 -2.4509 0.206
H -0.3538 -1.4171 -1.2169 0.219
S 1.0458 -1.7973 2.4720 -0.165
S -0.7921 -2.6973 2.1213 -0.142
H 1.0772 -1.0877 1.3276 0.170
H -1.5526 -1.6730 2.5335 0.121
```